Entry 1:
This record from OMol25 describes C46H77ClN12O2P as an isolated structure. The level of theory is the ωB97M-V functional and the def2-TZVPD basis.

Structure (ORCA input):
```
! wB97M-V def2-TZVPD RIJCOSX def2/J DEFGRID3
* xyz 1 1
C 1.56680 3.28140 2.11563
N 1.08916 2.55909 0.92134
C 2.20400 1.86736 0.28066
C 1.72968 0.62323 -0.54390
C 1.98264 -0.73196 0.12502
C 0.88739 -1.15366 1.11849
P 1.16076 -0.15713 2.69664
O -0.06671 -0.71254 3.63554
Cl 3.04036 -0.71164 3.45777
N -0.42852 -0.70376 0.58340
C -1.54487 -1.60385 0.91905
C -2.69167 -0.76563 1.48863
O -3.48263 -1.20963 2.31344
C -2.79613 0.65086 1.00599
C -2.16028 1.67869 1.68122
C -2.23426 2.96875 1.19315
C -2.93853 3.20814 0.02197
C -3.58412 2.18609 -0.63812
C -3.51681 0.89329 -0.15667
C -0.37207 -0.36387 -0.73409
N -0.89986 -1.05350 -1.74921
N 0.32086 0.75525 -1.03474
H 2.07798 4.21656 1.84889
H 0.72697 3.54247 2.76517
H 2.25748 2.68033 2.70614
H 0.76709 3.30789 0.32116
H 2.71681 2.55792 -0.40216
H 2.88316 1.49017 1.04403
H 2.36998 0.64271 -1.43183
H 2.93132 -0.64761 0.66276
H 2.17652 -1.46107 -0.66677
H 0.93468 -2.21244 1.37922
H 0.00523 -0.29975 4.50465
H -1.84460 -2.29469 0.11735
H -1.19619 -2.23730 1.73857
H -1.59618 1.43702 2.57299
H -1.72555 3.78768 1.68548
H -2.97062 4.22265 -0.38326
H -4.13100 2.34056 -1.55870
H -3.99011 0.04075 -0.63326
H -0.42917 -1.25064 -2.61335
H -1.84157 -1.40164 -1.66770
H 0.27866 0.92610 -2.03221
C -4.56664 7.36546 -3.73370
C -5.04789 6.38372 -2.67104
C -4.72930 6.84062 -1.24375
C -3.29232 6.87862 -0.98216
N -2.16349 6.90873 -0.77734
H -3.47971 7.46164 -3.72531
H -4.86077 7.02222 -4.72522
H -4.99938 8.35501 -3.57816
H -4.60670 5.40212 -2.85749
H -6.12904 6.26817 -2.76293
H -5.19486 6.15265 -0.53499
H -5.16210 7.82518 -1.05870
C -7.55356 -0.86625 -1.17759
C -8.08286 -1.84966 -0.13830
C -7.77768 -1.42231 1.30126
C -6.34533 -1.43217 1.58809
N -5.21337 -1.42566 1.81620
H -6.46373 -0.80088 -1.14956
H -7.83998 -1.18699 -2.17935
H -7.95917 0.13368 -1.01597
H -7.66789 -2.84091 -0.33061
H -9.16440 -1.93178 -0.25029
H -8.27458 -2.10502 1.99329
H -8.18449 -0.42739 1.49329
C -4.14801 -5.45006 5.59942
C -3.89927 -4.54179 4.39994
C -5.17975 -4.18691 3.63892
C -5.79092 -5.35101 3.00093
N -6.26947 -6.26518 2.49892
H -4.54643 -6.41784 5.29143
H -3.21653 -5.63135 6.13559
H -4.85397 -4.99463 6.29609
H -3.18390 -5.01873 3.72656
H -3.43855 -3.61587 4.74958
H -4.94325 -3.45256 2.86934
H -5.89704 -3.71717 4.31519
C 3.83095 -6.93552 2.12337
C 3.94881 -5.55636 2.76390
C 2.71861 -4.67452 2.52127
C 2.55122 -4.32773 1.11181
N 2.41060 -4.05015 0.00650
H 3.76872 -6.86767 1.03501
H 4.70517 -7.53783 2.36783
H 2.94611 -7.46487 2.48391
H 4.84083 -5.06324 2.39441
H 4.07885 -5.67993 3.83930
H 2.82214 -3.75107 3.09727
H 1.81750 -5.17366 2.88514
C 9.64493 -3.62341 0.67423
C 8.34854 -3.94635 -0.05548
C 7.11401 -3.35553 0.63280
C 6.87269 -3.95187 1.94421
N 6.68153 -4.42675 2.97200
H 9.66148 -4.06661 1.67239
H 10.49701 -4.01776 0.12261
H 9.77828 -2.54811 0.77253
H 8.24295 -5.02930 -0.15015
H 8.40649 -3.54356 -1.06840
H 6.23476 -3.52549 0.00557
H 7.22455 -2.27439 0.73525
C -5.23861 -2.90883 -3.71815
C -5.57950 -2.11423 -4.97433
C -4.55666 -1.01671 -5.28505
C -4.54272 0.03149 -4.26575
N -4.53665 0.85570 -3.46711
H -5.25403 -2.27472 -2.82874
H -5.96398 -3.70747 -3.56713
H -4.24900 -3.36477 -3.79894
H -6.57478 -1.67938 -4.86980
H -5.62015 -2.79882 -5.82241
H -4.79632 -0.56299 -6.24799
H -3.55931 -1.45008 -5.38118
C 12.78819 -3.79096 -3.62628
C 11.32335 -3.76549 -4.04810
C 10.68686 -2.37733 -3.92240
C 10.60342 -1.92989 -2.53344
N 10.53862 -1.57787 -1.44331
H 12.90382 -3.54375 -2.56981
H 13.20803 -4.78430 -3.78141
H 13.37685 -3.08179 -4.21061
H 10.76235 -4.48995 -3.45417
H 11.25161 -4.08516 -5.08902
H 9.67927 -2.40488 -4.34143
H 11.25170 -1.65057 -4.50847
C -1.03605 9.72782 0.24607
C 0.25043 10.53176 0.39999
C 0.12827 11.67324 1.41432
C -0.81431 12.70182 0.97872
N -1.55455 13.50867 0.63765
H -1.84553 10.34581 -0.14776
H -0.88538 8.90249 -0.44305
H -1.35568 9.31196 1.20383
H 0.54943 10.92605 -0.57287
H 1.04666 9.86077 0.72870
H 1.10714 12.13455 1.55681
H -0.17921 11.28114 2.38528
*
```

Properties
Calculated total energy (Ha): -3407.72723
Lowest unoccupied orbital energy (eV): -3.121
HOMO-LUMO gap (eV): 7.928

Results of the Mulliken charge analysis, in e, for atoms 1 through 5: number 1, C, carries -1.1287; number 2, N, carries 0.0854; number 3, C, carries -1.6196; number 4, C, carries 0.4839; number 5, C, carries -1.7073

Entry 2:
This record from OMol25 describes a 3-piece molecular cluster, C46H77N3O4 overall. The level of theory is the ωB97M-V functional and the def2-TZVPD basis.

Structure (ORCA input):
```
! wB97M-V def2-TZVPD RIJCOSX def2/J DEFGRID3
* xyz 0 1
C 5.33796 -1.54084 2.68461
C 5.96266 -0.39480 1.87925
C 5.00095 0.78966 1.69808
O 3.64840 0.36093 1.72737
C 2.84826 0.79535 0.64917
C 1.46377 1.13077 1.13844
C 0.69006 0.12678 1.69567
C -0.59693 0.35844 2.12912
C -1.19741 1.60920 2.03091
C -2.62685 1.78344 2.46770
C -3.58136 1.06931 1.47285
C -4.10198 -0.26959 1.99034
C -4.94347 -0.99242 0.92187
C -4.11486 -2.01730 0.11515
C -4.36225 -1.86765 -1.39016
C -3.39242 -2.67919 -2.25546
C -1.91608 -2.25272 -2.10532
C -0.91978 -3.43880 -2.05261
C 0.05994 -3.48823 -3.24028
C -0.32046 -4.56534 -4.29380
C 0.65936 -5.72858 -4.25506
O 0.78560 -6.27319 -2.95540
C -0.14940 -7.29365 -2.65998
C -0.42313 2.62502 1.47791
C 0.88674 2.38954 1.03888
C 1.61367 3.55254 0.42866
O 2.78117 3.78091 0.66054
C 0.76445 4.40248 -0.46047
C 1.17404 4.91888 -1.67582
C 0.23942 5.60722 -2.44251
C -1.06667 5.79896 -2.03424
N -2.04112 6.43499 -2.84908
C -2.82139 5.73106 -3.58401
C -2.71920 5.75360 -5.08759
C -3.91360 4.84975 -3.03653
C -1.46527 5.32090 -0.77918
C -0.54334 4.62465 -0.03763
C -0.94517 4.01142 1.26839
O -1.61978 4.61293 2.07487
H 4.73565 -1.13598 3.49825
H 4.68723 -2.14134 2.05533
H 6.09872 -2.16851 3.14555
H 6.87442 -0.07440 2.38198
H 6.24296 -0.76983 0.89287
H 5.15215 1.47811 2.53363
H 5.24596 1.30317 0.76861
H 2.73332 -0.02362 -0.07563
H 3.27719 1.63218 0.10691
H 1.09376 -0.87347 1.78805
H -1.18079 -0.45486 2.53800
H -2.90042 2.83129 2.48982
H -2.77335 1.39081 3.47358
H -3.09383 0.94059 0.50409
H -4.45714 1.70132 1.30872
H -3.26702 -0.92335 2.24919
H -4.67800 -0.10877 2.90262
H -5.38645 -0.25882 0.24744
H -5.74713 -1.52303 1.43345
H -3.05724 -1.87879 0.33863
H -4.41361 -3.02608 0.40294
H -5.38204 -2.19885 -1.59362
H -4.24687 -0.81512 -1.66282
H -3.52216 -3.74510 -2.05980
H -3.66867 -2.51216 -3.29949
H -1.78350 -1.65254 -1.20691
H -1.65283 -1.63396 -2.96239
H -0.31852 -3.31894 -1.14962
H -1.43989 -4.39226 -1.97758
H 1.05605 -3.74270 -2.87945
H 0.12651 -2.51842 -3.73230
H -1.33155 -4.91328 -4.07779
H -0.28120 -4.13386 -5.29526
H 1.64578 -5.39052 -4.57488
H 0.33452 -6.50319 -4.95952
H -0.55739 -7.10851 -1.66579
H -0.98357 -7.28810 -3.36514
H 0.32586 -8.27640 -2.67106
H 2.18114 4.73813 -2.02509
H 0.58190 5.96848 -3.40408
H -3.66788 6.07766 -5.51801
H -1.92619 6.44565 -5.35432
H -2.45468 4.75448 -5.43540
H -4.73619 4.71309 -3.73371
H -4.25938 5.19217 -2.06751
H -3.47119 3.85595 -2.87874
H -2.47909 5.44398 -0.43046
C 4.24481 10.65011 1.73544
C 2.88713 10.06529 1.37655
N 2.86682 9.45672 0.06332
C 1.53582 9.14049 -0.42817
C 0.72261 8.08977 0.34346
C 3.84358 8.40636 -0.18251
C 3.79142 7.19062 0.74601
H 4.58778 11.33681 0.96045
H 4.17239 11.20339 2.67280
H 5.00111 9.87609 1.87199
H 2.15346 10.87597 1.37810
H 2.58072 9.36813 2.17297
H 1.61795 8.83229 -1.47446
H 0.95330 10.06734 -0.45300
H 1.05396 7.07101 0.16516
H -0.31578 8.10335 0.00125
H 0.72119 8.31939 1.40905
H 4.84767 8.83903 -0.14585
H 3.72858 8.07227 -1.21685
H 3.72793 7.46543 1.79975
H 4.69617 6.59093 0.62303
H 2.95366 6.54130 0.50977
C -1.81051 -11.25677 1.16914
C -0.47300 -10.57623 1.42021
N -0.57647 -9.13141 1.50092
C 0.70605 -8.45407 1.43415
C 1.71190 -8.69154 2.56720
C -1.51424 -8.62255 2.48643
C -1.32057 -9.03958 3.95018
H -2.30138 -10.83436 0.29133
H -1.65471 -12.32167 0.99215
H -2.48530 -11.16444 2.02096
H 0.19254 -10.81491 0.58632
H -0.01441 -11.01807 2.31918
H 0.52823 -7.37916 1.33994
H 1.18154 -8.74700 0.49236
H 1.42452 -8.17655 3.48300
H 2.68875 -8.30128 2.27498
H 1.83711 -9.75171 2.78952
H -2.51986 -8.92371 2.18096
H -1.52067 -7.53180 2.41966
H -1.14259 -10.11095 4.05174
H -2.22255 -8.80405 4.51859
H -0.49659 -8.50902 4.42479
*
```

Properties
SMILES: CCCOCc1ccc(CCCCCCCCCCCCOC)c2c1C(=O)c1ccc(N=C(C)C)cc1C2=O.CCN(CC)CC.CCN(CC)CC
Calculated total energy (Ha): -2264.05828
Lowest unoccupied orbital energy (eV): -0.340
HOMO-LUMO gap (eV): 7.427

Results of the Mulliken charge analysis, in e, for atoms 1 through 5: number 1, C, carries -1.0314; number 2, C, carries -0.5226; number 3, C, carries -0.4785; number 4, O, carries -0.2331; number 5, C, carries -0.8561

Entry 3:
This record from OMol25 describes C46H78BaGeN6O3P3 as an isolated structure. The level of theory is the ωB97M-V functional and the def2-TZVPD basis.

Structure (ORCA input):
```
! wB97M-V def2-TZVPD RIJCOSX def2/J DEFGRID3
* xyz 0 2
Ba -0.22096 -0.33102 -0.07028
C -1.82466 1.15809 4.19852
C -3.07546 0.37796 3.77594
C -4.32389 1.08699 4.30125
P -2.97063 0.03897 1.92411
C -4.09703 1.40532 1.30904
N -4.14987 1.58223 -0.12135
Ge -2.54396 1.22188 -1.30630
N -1.60717 2.91185 -1.41492
C -0.17535 3.17416 -1.39566
P 0.71401 2.85781 0.19609
C 2.48754 3.04047 -0.32950
C 3.38717 3.10094 0.91240
C 2.85509 4.12621 -1.33988
C 0.18455 4.30482 1.22442
C 0.45632 4.04051 2.71048
C 0.70005 5.69156 0.82985
C -2.51908 3.94552 -1.58134
C -2.32607 5.28280 -1.22901
C -3.33883 6.21598 -1.40446
C -4.57679 5.84076 -1.91450
C -4.77776 4.51750 -2.28013
C -3.75635 3.60807 -2.13681
N -3.87547 2.20345 -2.57159
C -5.17953 1.64680 -2.22335
C -6.19714 1.40317 -3.11163
C -7.41628 0.92236 -2.63593
C -7.57406 0.70393 -1.27630
C -6.52752 0.91523 -0.38291
C -5.29306 1.37335 -0.84387
C -3.44445 1.98712 -3.94759
C -3.95727 2.73407 -4.98330
C -3.60617 2.44163 -6.29392
C -2.74785 1.37667 -6.52175
C -2.21014 0.64387 -5.47327
C -2.51412 0.94519 -4.13665
N -1.96760 0.33743 -3.03344
C -1.23294 -0.91973 -3.18584
P 0.62010 -0.72970 -3.13735
C 0.99642 0.48782 -4.50882
C 1.13991 -0.09160 -5.91747
C 2.26163 1.28251 -4.15023
C 1.19323 -2.37453 -3.79386
C 2.71199 -2.46157 -3.57638
C 0.46652 -3.53925 -3.10483
C -3.92360 -1.54802 1.69546
C -5.21467 -1.68629 2.49107
C -4.14705 -1.83795 0.20443
H -1.78400 1.26965 5.28449
H -1.85265 2.16192 3.76482
H -0.90892 0.66551 3.86671
H -3.03490 -0.62104 4.22392
H -4.36412 2.12042 3.95347
H -4.28676 1.11265 5.39269
H -5.24871 0.59448 4.00775
H -3.68854 2.31532 1.76585
H -5.10014 1.28760 1.72080
H -0.02027 4.20540 -1.72885
H 0.30597 2.54473 -2.16089
H 2.66707 2.07015 -0.81061
H 3.35841 4.09347 1.36420
H 4.42319 2.89065 0.64112
H 3.07166 2.37449 1.66419
H 2.71970 5.12591 -0.93079
H 2.27348 4.04884 -2.25885
H 3.90830 4.02287 -1.61290
H -0.90179 4.27864 1.07071
H 1.52600 4.10442 2.92052
H 0.11834 3.04707 3.00455
H -0.04942 4.78259 3.33240
H 1.73811 5.81519 1.14145
H 0.11422 6.46829 1.32741
H 0.65424 5.87411 -0.24431
H -1.38894 5.59304 -0.78931
H -3.16138 7.24428 -1.11731
H -5.37293 6.56267 -2.02675
H -5.73257 4.19061 -2.67457
H -6.04966 1.58549 -4.16737
H -8.22647 0.72864 -3.32422
H -8.52199 0.34316 -0.89838
H -6.67533 0.70478 0.66575
H -4.63514 3.54887 -4.76381
H -4.00192 3.02631 -7.11204
H -2.47233 1.11551 -7.53576
H -1.52600 -0.15679 -5.69482
H -1.56146 -1.41012 -4.10836
H -1.49065 -1.62613 -2.38001
H 0.15635 1.18805 -4.48172
H 2.06977 -0.65784 -5.99843
H 1.17547 0.71296 -6.65545
H 0.32535 -0.76111 -6.18880
H 3.14399 0.63924 -4.17029
H 2.18647 1.70684 -3.14869
H 2.42240 2.09684 -4.86069
H 0.98113 -2.41142 -4.86534
H 2.94167 -2.34696 -2.51519
H 3.24243 -1.68169 -4.12776
H 3.08786 -3.42906 -3.91568
H 0.46867 -3.41789 -2.01756
H 0.96316 -4.47612 -3.36945
H -0.56990 -3.61020 -3.43894
H -3.20106 -2.29548 2.04355
H -5.94873 -0.93043 2.20209
H -5.05198 -1.61283 3.56614
H -5.66062 -2.66249 2.28640
H -4.82867 -1.11610 -0.24785
H -4.60020 -2.82567 0.09520
H -3.19383 -1.85874 -0.32641
C -0.27229 -3.82550 2.58406
O 0.67281 -2.72104 2.73427
C 0.69693 -1.85378 3.68157
C -0.29132 -2.08000 4.78125
H 0.26354 -4.73542 2.84908
H -0.55800 -3.79691 1.53460
H -1.13964 -3.68770 3.22353
H -0.21929 -3.09814 5.18216
H -1.30703 -1.95020 4.39013
H -0.12366 -1.36455 5.58109
O 0.27542 -2.52092 -0.13919
O -1.16814 -2.41554 0.04734
C 5.36741 -1.58883 1.08008
C 4.17523 -2.51863 0.85110
C 4.52769 -3.55916 -0.20939
C 3.81735 -3.23374 2.16150
N 3.06660 -1.74209 0.27433
N 2.52166 -0.69736 1.09182
H 6.25813 -2.16917 1.32456
H 5.18109 -0.90484 1.91028
H 5.56576 -1.00750 0.17731
H 5.32091 -4.21543 0.15183
H 4.86302 -3.07233 -1.12605
H 3.65146 -4.16832 -0.44270
H 4.68449 -3.78469 2.53108
H 2.99731 -3.93293 1.99077
H 3.50754 -2.53268 2.93776
H 2.26904 -2.35377 0.09157
H 3.22852 0.02155 1.18890
H 2.27245 -1.02304 2.02949
*
```

Properties
Calculated total energy (Ha): -5480.12900
Lowest unoccupied orbital energy (spin up / spin down) (eV): 0.496 / -1.135
Expectation value of S²: 0.7568
HOMO-LUMO gap (spin up / spin down) (eV): 6.648 / 4.849

Results of the Mulliken charge analysis, in e, for atoms 1 through 5: number 1, Ba, carries 0.8579; number 2, C, carries -1.5269; number 3, C, carries 0.6983; number 4, C, carries -1.8781; number 5, P, carries 1.0179